# C4H3N3O

C4H3N3O as an isolated structure in a non-equilibrium geometry (the ωB97M-V functional and the def2-TZVPD basis, the OMol25 dataset).

Cartesian coordinates (Å):
N -0.57 0.04 0.48
C 0.39 0.53 -0.21
N 1.47 0.61 0.34
H -0.54 -1.37 2.23
C -0.91 -0.07 -1.78
N 0.19 0.60 -1.53
H 1.75 0.10 2.57
C 1.19 0.02 1.57
O -1.41 -0.73 -0.56
H -1.38 -0.87 -2.77
C -0.04 -0.61 1.65

Energy relative to the best compared isomer or geometry (same formula, charge and spin) ... 111.4 kcal/mol
Orbital gap ... 9.05 eV
Electronic energy ... -10708.81909 eV
HOMO ... -9.2 eV
2S+1 ... 1
Total charge ... 0